{"formula": "C39H26N12ORbS", "method": "the ωB97M-V functional and the def2-TZVPD basis", "symbols": ["Rb", "C", "C", "C", "C", "C", "N", "C", "C", "C", "C", "C", "C", "C", "C", "N", "C", "N", "C", "N", "C", "N", "C", "N", "C", "N", "C", "C", "C", "C", "C", "C", "C", "C", "C", "C", "C", "C", "C", "C", "N", "H", "H", "H", "H", "H", "H", "H", "H", "H", "H", "H", "H", "H", "H", "H", "H", "N", "C", "N", "S", "H", "H", "H", "H", "N", "C", "O", "C", "C", "C", "C", "N", "C", "H", "H", "H", "H", "H", "H"], "xyz": [[-1.161056, -0.359619, 0.796368], [-4.763176, 3.751721, -3.419146], [-4.672829, 2.652177, -4.270812], [-3.802193, 1.601080, -3.989467], [-3.044989, 1.683547, -2.839074], [-1.976924, 0.811283, -2.265765], [-1.567488, -0.309163, -2.779531], [-0.358956, -0.794809, -2.255650], [0.882082, -0.402148, -2.545488], [1.669064, 0.676558, -3.151337], [2.928071, 0.219700, -3.946430], [3.538682, -1.149342, -3.505571], [2.947142, -1.883493, -2.243697], [1.811143, -1.067658, -1.612765], [0.850270, -1.779515, -0.682102], [1.171783, -2.371890, 0.515605], [1.411492, -1.598626, 1.540831], [1.247629, -0.250065, 1.559607], [1.230945, 0.172107, 2.847239], [0.926612, 1.359811, 3.310214], [0.243183, 2.289140, 2.590019], [-0.547273, 2.048094, 1.520424], [-1.136511, 3.196228, 1.133670], [-1.989077, 3.400508, 0.091574], [-2.151446, 2.542553, -0.888687], [-1.498319, 1.383237, -1.120701], [-3.131850, 2.782962, -1.990057], [-3.987962, 3.830692, -2.264087], [-0.748140, 4.270819, 2.046426], [-1.093101, 5.613011, 2.129129], [-0.543610, 6.366005, 3.157162], [0.338887, 5.788474, 4.081171], [0.688300, 4.449201, 3.996273], [0.135397, 3.692142, 2.971411], [1.579824, -0.969327, 3.744823], [1.737573, -1.071674, 5.111116], [2.023893, -2.328264, 5.640005], [2.128456, -3.448232, 4.817866], [1.949959, -3.340661, 3.439961], [1.683206, -2.090011, 2.924580], [-0.349585, -1.778925, -1.188173], [-5.444072, 4.557587, -3.665350], [-5.283622, 2.619239, -5.164683], [-3.714648, 0.746122, -4.648541], [1.129329, 1.488782, -3.632309], [2.889650, 0.304014, -5.031204], [3.724127, -1.800484, -4.356125], [2.937428, -2.968747, -2.276691], [-4.043005, 4.682983, -1.598381], [-1.774763, 6.047154, 1.407960], [-0.799262, 7.414607, 3.252183], [0.751503, 6.400593, 4.874203], [1.370190, 4.002119, 4.709119], [1.638356, -0.199624, 5.745780], [2.159999, -2.440295, 6.708641], [2.343036, -4.413976, 5.257914], [2.013666, -4.204505, 2.789786], [-2.564727, -3.411105, 0.140278], [-3.569050, -2.828007, 0.814938], [-3.901670, -1.561044, 0.423353], [-4.380956, -3.575907, 2.074851], [-1.906561, -2.884458, -0.442429], [-2.226958, -4.272027, 0.535776], [-3.640778, -1.245834, -0.500135], [-4.787721, -1.238478, 0.774705], [7.088717, -1.259945, -3.337578], [5.944872, -1.747214, -2.781229], [5.839274, -2.907719, -2.430578], [4.814674, -0.754852, -2.658476], [5.071088, 0.685859, -2.833812], [3.763142, 1.266789, -3.151957], [2.666483, 1.126966, -2.026647], [2.835841, -0.069801, -1.153225], [3.939162, -1.059444, -1.408415], [7.876046, -1.876413, -3.433989], [7.155588, -0.298112, -3.617295], [5.844803, 1.219644, -2.289422], [3.749700, 2.281085, -3.549102], [2.444298, 2.015711, -1.439623], [4.435513, -1.397794, -0.501223]], "atomic_forces_ev_per_a": [[-2.055, -0.370, 1.325], [0.022, -0.035, 0.003], [0.024, -0.001, 0.042], [-0.063, -0.023, -0.041], [0.028, -0.073, 0.037], [0.083, -0.039, 0.183], [0.085, 0.032, -0.015], [-0.054, 0.101, -0.257], [0.053, -0.132, 0.025], [-0.014, -0.021, 0.076], [0.026, -0.034, 0.076], [-0.007, 0.117, 0.013], [0.038, 0.080, 0.073], [0.179, -0.015, -0.039], [0.107, -0.023, -0.134], [0.187, -0.133, 0.016], [0.042, 0.077, -0.076], [0.567, -0.012, 0.223], [0.254, 0.200, -0.123], [-0.172, -0.072, 0.068], [-0.012, -0.044, -0.032], [0.258, 0.565, -0.011], [0.058, 0.075, 0.008], [-0.017, -0.034, 0.071], [0.224, 0.049, 0.037], [0.034, 0.425, -0.423], [0.021, -0.043, 0.048], [-0.055, 0.024, 0.010], [-0.049, -0.036, -0.115], [0.044, 0.057, 0.039], [-0.013, -0.053, -0.041], [-0.008, -0.022, -0.024], [0.030, 0.059, 0.035], [0.038, -0.056, 0.006], [0.049, -0.004, -0.069], [0.010, 0.028, 0.085], [0.001, -0.029, -0.038], [-0.010, 0.050, -0.009], [0.014, -0.048, 0.001], [0.034, 0.053, -0.091], [0.297, -0.375, -0.517], [0.002, 0.000, 0.004], [-0.003, 0.002, 0.004], [0.006, 0.010, 0.010], [0.012, 0.011, -0.021], [-0.001, -0.003, -0.018], [0.011, -0.016, -0.006], [-0.006, 0.006, -0.025], [0.007, -0.015, -0.010], [0.007, -0.001, 0.018], [0.004, -0.001, -0.002], [-0.003, 0.004, -0.002], [-0.014, -0.020, -0.014], [-0.003, -0.012, -0.030], [0.002, -0.004, 0.001], [0.002, -0.002, 0.004], [-0.004, 0.011, 0.017], [0.087, 0.125, 0.143], [-0.127, -0.094, -0.072], [-0.082, -0.177, -0.080], [0.053, 0.042, -0.057], [-0.021, 0.029, -0.055], [-0.018, -0.004, -0.025], [-0.028, -0.054, -0.120], [0.051, 0.046, -0.002], [-0.050, -0.015, 0.044], [0.055, 0.073, -0.003], [0.022, -0.035, -0.003], [-0.039, 0.012, -0.024], [-0.068, 0.022, 0.094], [0.036, -0.082, 0.015], [0.039, -0.095, -0.061], [-0.042, 0.005, -0.079], [-0.114, 0.015, -0.050], [-0.012, -0.009, -0.018], [-0.014, -0.003, -0.014], [0.003, -0.033, -0.071], [0.006, -0.004, -0.019], [-0.014, -0.021, 0.068], [-0.017, 0.020, 0.012]], "mulliken_charge": [0.784, -0.628, -0.573, -0.422, -0.182, -0.376, -0.556, -0.223, -0.056, -0.677, -1.011, -0.604, -0.678, 2.825, -0.789, -0.624, 0.877, -0.486, -0.275, -0.625, -0.500, 0.431, -0.624, -0.649, -0.033, 0.112, -0.052, 0.127, 0.262, -0.073, -0.592, -0.581, -0.177, 0.244, 0.178, -0.157, -0.562, -0.630, -0.297, -0.266, -0.299, 0.367, 0.399, 0.530, 0.841, 0.523, 0.507, 0.504, 0.534, 0.522, 0.373, 0.375, 0.498, 0.517, 0.377, 0.403, 0.541, -0.284, 0.197, -0.274, -0.442, 0.305, 0.239, 0.187, 0.204, -0.313, 0.176, -0.657, 1.951, -2.187, 0.065, -0.746, -0.311, -1.145, 0.255, 0.215, 0.327, 0.714, 0.515, 0.634], "gap_ha": [0.24380, 0.18517], "spin_multiplicity": 1, "max_force_ha_per_bohr": 0.0481, "e_lumo_ev": [1.4882, 1.6899], "de_lowest_kcal_mol": 1.04, "total_charge": -1}